[1]
C23H46O11 | ωB97M-V/def2-TZVPD

```
80
Properties=species:S:1:pos:R:3:forces:R:3
C 17.92600 56.00300 49.73600 2.4 -1.9 1.0
C 18.12500 56.65100 48.40400 1.5 5.8 3.0
O 17.96600 55.73500 47.42200 -1.7 -0.7 -1.8
C 17.79900 56.12500 46.13000 3.5 2.8 -0.2
C 17.29600 55.05300 45.27300 0.3 0.1 -0.8
O 18.16900 57.23200 45.70200 -1.4 -2.4 1.5
H 18.54800 55.01600 49.67100 -1.2 1.5 0.5
H 16.90700 55.76200 49.91300 -1.0 -0.4 0.1
H 18.29900 56.57800 50.64500 -0.3 -0.4 -1.5
H 17.53800 57.72700 48.50900 0.4 -2.8 -1.5
H 19.15200 57.12100 48.38800 -0.6 -0.9 -0.3
H 16.39600 54.84100 45.78500 -1.3 -1.1 0.1
H 17.92400 54.11300 45.13500 -0.7 1.5 0.2
H 17.05700 55.67700 44.39900 0.1 -1.2 -0.4
C 15.45400 52.91400 48.39400 -4.0 -6.3 3.9
C 14.13700 53.01300 47.75000 -4.0 -2.5 -0.7
O 14.45200 52.97300 46.31200 1.3 -0.1 1.7
C 13.53000 53.18400 45.42300 -3.5 -0.5 -0.2
C 13.96100 53.11700 44.03600 1.5 0.5 0.6
O 12.34900 53.31200 45.68600 0.2 0.4 0.7
H 15.37600 52.81300 49.51300 -0.2 0.4 -1.0
H 15.94300 53.69000 48.18700 4.5 6.1 -1.7
H 15.92400 51.99100 48.11300 0.5 -0.2 -0.5
H 13.22400 52.17300 48.04000 3.1 1.6 -1.0
H 13.50900 53.86000 47.95300 0.4 1.1 0.0
H 13.33800 52.62700 43.36400 -1.2 -1.2 -0.7
H 14.93600 52.74200 44.05200 1.5 -1.1 -0.5
H 14.07800 54.08600 43.66300 0.0 1.9 -0.5
C 11.30000 45.82900 45.54300 2.6 -1.7 2.0
C 11.83000 46.98300 44.69500 -5.8 -1.7 -0.7
O 11.08100 48.14200 45.16800 1.6 1.5 -2.1
C 11.64400 49.31900 44.58000 -3.7 0.6 1.9
C 10.91000 50.53600 45.16900 -2.1 -6.4 4.8
O 12.40900 49.43200 43.68500 1.0 -1.2 -0.4
H 11.79700 44.81500 45.40700 -0.4 1.2 -0.8
H 10.24600 45.61600 45.56700 -0.5 0.5 -0.3
H 11.66900 45.94400 46.61800 -0.9 0.5 -1.1
H 12.72600 47.29200 44.90200 5.7 0.5 1.0
H 11.72400 46.82600 43.60200 -0.2 0.2 0.6
H 9.80000 50.29800 45.25700 1.3 0.3 -0.4
H 11.08700 51.27000 44.58300 1.2 5.4 -3.4
H 11.20000 50.64800 46.24400 0.1 0.3 -1.0
C 11.70400 54.70600 50.77700 0.7 1.2 8.1
C 10.66000 55.66000 51.47800 0.7 -2.9 0.9
O 11.32600 56.25800 52.59600 -0.7 0.7 1.3
C 10.61900 57.08000 53.47300 -5.8 0.1 -4.6
C 11.42200 57.61500 54.52300 1.4 0.8 -2.4
O 9.43200 57.50200 53.17600 5.0 -2.2 1.4
H 11.52900 54.48200 49.85600 -1.6 -1.3 -5.7
H 11.79000 53.76500 51.43100 0.2 1.3 -1.1
H 12.61800 55.31000 50.83400 0.2 -0.5 -0.1
H 10.36600 56.31500 50.76100 -0.8 2.7 -1.7
H 9.74000 55.16700 51.81000 0.3 -0.2 0.1
H 11.90200 56.98100 55.15500 0.6 -2.1 2.3
H 10.93200 58.44600 54.88800 -0.7 1.6 1.3
H 12.27800 57.89100 53.90000 0.3 0.8 0.2
C 10.20800 55.93400 44.20000 3.6 -2.3 0.6
C 10.83900 57.24400 44.44600 -1.1 -1.4 7.7
O 12.20200 56.99300 44.85300 -0.2 0.6 -1.6
C 13.00600 58.04300 44.79200 4.0 -1.5 2.5
C 14.48000 57.63000 45.47300 0.9 1.7 -3.9
O 12.80700 59.18000 44.50900 -0.9 0.1 -0.7
H 9.22100 55.89800 44.23700 -4.7 0.9 -0.1
H 10.39200 55.10200 44.97300 0.8 1.1 -1.4
H 10.47800 55.75800 43.15700 0.2 -1.3 0.2
H 10.63500 57.74600 43.61600 0.2 3.2 -3.2
H 10.39900 57.72700 45.46600 0.6 -0.6 -2.7
H 15.38000 57.40500 44.61700 -2.7 1.0 2.0
H 14.56300 56.77000 46.08300 -0.7 -0.8 0.8
H 14.74300 58.57800 45.98300 0.2 -0.8 -0.2
C 16.91100 51.08900 39.72700 1.5 -1.5 -6.0
C 16.10800 51.68400 40.71700 -6.5 -3.4 5.8
C 16.37000 53.06500 41.21600 -3.2 -0.5 1.0
O 15.20600 50.86200 41.38200 5.1 5.0 -3.9
H 17.69600 50.57800 40.29500 -0.2 -0.7 -0.5
H 17.48400 51.67400 38.89600 -0.9 0.2 2.1
H 16.30800 50.45000 38.91400 1.1 0.5 2.6
H 15.58700 53.42600 41.92900 0.6 -0.9 -0.3
H 16.27400 53.76300 40.44900 0.5 1.1 -1.7
H 17.28700 53.11000 41.69600 2.0 0.2 0.7
```
Forces are in eV/Å.

Values from the calculation:
- Max |F|: 9.36 eV Å⁻¹
- SMILES: CCOC(C)=O.CCOC(C)=O.CCOC(C)=O.CCOC(C)=O.CCOC(C)=O.CC(C)=O
- Energy relative to the best compared isomer or geometry (same formula, charge and spin): 62.07 kcal per mole
- HOMO level: -9.77 eV
- Orbital gap: 10.14 eV

[2]
C23H47BrF3IN2O11P2S | ωB97M-V/def2-TZVPD

```
91
Properties=species:S:1:pos:R:3:forces:R:3
C -1.42520 -4.08893 2.86465 0.3 1.4 0.0
C -0.98949 -3.89123 4.46438 0.0 -2.4 -0.6
O -1.97489 -3.12428 5.24492 2.3 1.7 -0.3
C -1.54551 -1.73274 5.47123 0.0 1.3 -0.4
C -2.17333 -0.85365 4.19576 0.2 -2.2 0.2
O -1.90496 0.60125 4.32110 -0.5 -0.3 -2.1
C -2.58437 1.21881 3.17989 -3.1 -3.1 1.6
N -2.06765 2.53905 2.68353 0.6 0.7 2.4
C -2.68541 3.02466 1.39658 -0.2 3.0 -2.0
I -4.62613 2.17839 0.83174 0.6 0.4 0.4
C -1.75844 3.00613 0.05879 0.3 1.2 0.9
P -1.70704 1.41376 -0.96165 0.5 -2.4 -3.5
O 0.00223 1.20621 -1.40086 -2.0 -1.5 1.8
O -2.11023 -0.03137 -0.11382 0.7 0.7 0.0
N -0.33439 3.49221 0.22952 -1.1 1.3 2.0
C -0.17790 3.94247 1.66099 -0.2 1.6 -0.2
Br 1.76526 4.55247 1.80195 -1.5 -0.7 0.0
C -0.53642 2.73039 2.76677 2.9 0.0 -3.0
C 0.33800 1.45948 2.24583 0.3 -2.1 -0.4
C 1.13075 0.58480 3.38243 1.5 0.0 -0.5
C 1.36920 -0.98219 2.86708 1.3 0.5 0.0
C 1.82331 -1.04768 1.25890 -0.1 -0.3 0.3
C 3.20511 -0.22736 0.93873 0.5 -0.5 -0.5
C 3.52002 -0.35475 -0.69808 0.6 -0.1 1.1
C 4.35771 0.92205 -1.29745 -0.4 0.5 0.1
C 3.97423 1.34055 -2.83716 0.8 0.1 -0.6
C 3.57540 0.07612 -3.81312 0.0 0.6 -1.2
C 3.01958 0.60573 -5.29370 -0.1 -0.3 0.0
C 1.50792 1.24109 -5.19779 0.5 0.3 -0.2
C 0.31381 0.14990 -4.93064 0.0 0.8 1.1
O 0.62771 -1.23024 -5.35124 -2.0 1.0 2.0
C -0.39222 -2.05121 -4.62518 -0.9 -0.9 -0.2
P -0.02880 3.51359 4.43082 0.7 7.3 4.7
O -0.25693 5.11476 4.42140 0.0 -6.4 -0.9
O -0.98456 3.00314 5.82208 3.1 -1.2 -2.8
O 1.63348 3.31664 4.90349 -2.9 -0.7 -0.2
H -2.51181 -3.63951 2.68868 2.2 -1.3 0.5
H -0.70204 -3.40772 2.20863 -1.5 -1.6 1.2
H -1.34823 -5.21072 2.50862 -0.2 2.4 0.8
H -1.00216 -4.99648 4.91217 0.0 2.5 -0.7
H 0.12245 -3.52062 4.58212 -2.3 -0.4 -0.2
H -1.93203 -1.29251 6.50917 0.5 -1.3 -2.3
H -0.36076 -1.59478 5.48156 -2.5 -0.5 -0.1
H -3.33164 -1.10526 4.10561 2.3 0.8 0.4
H -1.67051 -1.33482 3.22693 -1.0 1.4 1.8
H -3.68458 1.43336 3.59871 2.3 -0.2 -1.2
H -2.71273 0.37892 2.37593 0.7 2.2 0.8
H -2.40235 3.23041 3.42721 0.2 -0.9 -1.1
H -2.93987 4.18189 1.57123 0.6 -2.8 -0.2
H -2.25721 3.82098 -0.66382 0.5 -2.3 1.5
H 0.21743 0.20728 -1.40415 -0.6 2.2 0.0
H -2.47158 -0.75784 -0.70418 0.5 1.6 0.6
H -0.19677 4.34468 -0.38556 0.0 -1.4 1.1
H -0.77898 4.94331 1.88868 1.3 -2.2 -0.1
H -0.34123 0.66948 1.66028 1.0 1.9 1.3
H 1.18096 1.72767 1.44088 -2.3 0.0 1.8
H 0.69741 0.65802 4.46605 0.5 -0.3 -2.1
H 2.23068 1.04572 3.44304 -2.5 -0.9 0.0
H 0.47582 -1.69526 3.11567 1.6 1.5 -0.6
H 2.33330 -1.35858 3.46135 -2.2 0.6 -1.1
H 0.93343 -0.69889 0.54409 1.9 -0.6 1.6
H 2.01781 -2.17599 0.98197 -0.4 2.2 0.6
H 3.19233 0.89396 1.28802 -0.2 -2.1 -0.8
H 4.12871 -0.73094 1.49918 -2.1 1.0 -1.0
H 4.23966 -1.30182 -0.78496 -2.0 1.9 -0.2
H 2.48871 -0.54431 -1.22258 2.2 0.4 0.8
H 4.16258 1.89156 -0.62893 0.5 -2.2 -1.3
H 5.50066 0.67031 -1.24023 -2.2 0.5 -0.1
H 3.17834 2.22953 -2.87134 1.5 -2.2 0.2
H 4.96418 1.81199 -3.30641 -2.1 -0.9 0.9
H 2.72303 -0.61206 -3.38946 1.8 1.3 -0.7
H 4.55632 -0.55469 -4.06662 -2.2 1.2 0.9
H 3.76987 1.38924 -5.78649 -1.6 -1.6 1.2
H 2.98876 -0.32508 -6.00587 0.0 1.8 1.4
H 1.54397 2.04340 -4.31480 -0.4 -1.8 -1.8
H 1.25528 1.83834 -6.17756 0.6 -1.2 1.8
H -0.71196 0.55659 -5.38648 2.2 -1.1 0.7
H 0.14018 0.11296 -3.76581 0.3 0.1 -2.1
H -0.26449 -2.00782 -3.45506 0.1 0.2 -2.0
H -0.31726 -3.20786 -4.90706 -0.1 2.8 0.2
H -1.47577 -1.63028 -4.86915 2.2 -1.2 0.4
H -0.51575 2.18058 6.17376 -1.1 1.2 -0.5
H 1.79418 3.59995 5.85399 -0.7 -0.2 -1.5
C -3.20941 -4.26427 -7.36304 0.6 -0.2 -1.6
F -3.83670 -3.49966 -8.31372 0.4 -0.6 1.1
F -3.17096 -5.53661 -7.87459 -0.2 1.1 0.8
F -1.90715 -3.83348 -7.33882 -1.1 -0.3 0.3
S -4.03939 -4.17437 -5.69109 -1.5 -0.2 2.3
O -5.40723 -4.66699 -5.90413 1.6 0.4 -0.5
O -3.99047 -2.75782 -5.30351 0.5 -0.8 -0.9
O -3.24489 -5.04107 -4.80993 -0.1 0.7 -1.3
```
Forces are in eV/Å.

Values from the calculation:
- Max |F|: 8.71 eV Å⁻¹
- HOMO level: -7.26 eV
- Orbital gap: 4.90 eV